Entry 1:
ORCA calculation (wB97M-V/def2-TZVPD) on a structure of composition C20H15BrFN2O2RhS2.

Calculated values
Gap between HOMO and LUMO ... 7.67 eV
Energy relative to the best compared isomer or geometry (same formula, charge and spin) ... 8.89 kJ/mol
Highest occupied orbital energy ... -0.29723 Ha
Energy ... -4611.91608 Ha
LUMO energy ... -0.42 eV

Geometry (Å):
Rh1 -0.673 -0.564 0.312
Br1 -1.179 -1.642 2.489
S1 -0.703 2.172 -3.449
S2 -0.021 -0.705 -3.407
F1 -1.527 -1.885 -0.835
O1 -0.956 1.242 1.331
O2 -1.904 2.699 3.256
N1 -1.141 2.000 -0.837
N2 -0.572 0.770 -1.216
C1 2.894 -2.645 -0.833
C2 -2.795 4.787 2.700
C3 2.328 -3.489 1.338
C4 1.797 -4.336 3.551
C5 0.382 -2.733 2.516
C6 -0.408 0.726 -2.496
C7 -2.807 5.587 0.430
C8 -3.100 5.767 1.781
C9 3.179 -3.476 0.208
C10 0.480 0.223 -4.881
C11 1.184 -2.649 1.358
C12 2.606 -4.318 2.452
C13 -2.184 3.598 2.294
C14 -1.290 2.143 0.445
C15 -1.896 3.399 0.933
C16 1.762 -1.805 -0.800
C17 0.644 -3.527 3.588
C18 -0.526 1.338 -5.048
C19 0.899 -1.774 0.258
C20 -2.217 4.412 0.022
H1 -3.044 6.358 -0.290
H2 3.488 -4.945 2.413
H3 -1.464 1.942 2.821
H4 -0.017 -3.543 4.443
H5 -1.992 4.244 -1.022
H6 -0.201 2.078 -5.779
H7 -1.495 0.939 -5.348
H8 1.489 0.612 -4.739
H9 -3.569 6.683 2.117
H10 -3.015 4.910 3.752
H11 4.045 -4.124 0.194
H12 3.538 -2.618 -1.704
H13 2.029 -4.968 4.397
H14 0.476 -0.472 -5.720
H15 1.608 -1.147 -1.640

Charges computed using Mulliken, reported in e: -0.030, 0.059, -0.011, -0.046, -0.664, -1.291, -0.683, -0.454, 0.014, -1.216, -0.760, 0.792, -0.461, 0.837, 0.203, -0.824, -0.272, -0.788, -0.592, 0.627, -0.896, 0.378, 1.348, 0.230, -0.018, -0.732, -0.581, 0.413, -0.301, 0.396, 0.364, 0.378, 0.412, 0.449, 0.392, 0.318, 0.285, 0.372, 0.429, 0.380, 0.394, 0.385, 0.400, 0.362

Entry 2:
ORCA calculation (wB97M-V/def2-TZVPD) on a structure of composition C2H2Br3ClS.

Calculated values
Gap between HOMO and LUMO ... 9.12 eV
Energy relative to the best compared isomer or geometry (same formula, charge and spin) ... 29.20 kJ/mol
Highest occupied orbital energy ... -0.34253 Ha
Energy ... -8657.80365 Ha
LUMO energy ... -0.20 eV

Geometry (Å):
Br1 0.601 1.136 -2.052
Br2 -2.458 0.450 -0.450
Br3 1.994 -0.974 -0.112
Cl1 0.993 0.668 2.719
S1 -0.079 1.404 1.241
C1 -0.625 -0.048 0.259
C2 0.278 -0.397 -0.911
H1 -0.744 -0.907 0.763
H2 0.040 -1.332 -1.457

Charges computed using Mulliken, reported in e: -0.014, -0.064, -0.066, -0.127, 0.225, -0.821, -0.183, 0.585, 0.464

Entry 3:
ORCA calculation (wB97M-V/def2-TZVPD) on a structure of composition FeH15O8.

Calculated values
Gap between HOMO and LUMO (alpha / beta) ... 10.81 / 3.09 eV
Multiplicity ... 7
Energy relative to the best compared isomer or geometry (same formula, charge and spin) ... 140.87 kJ/mol
Highest occupied orbital energy (alpha / beta) ... -0.83109 / -0.77263 Ha
Total charge ... +3
Energy ... -1873.26702 Ha
LUMO energy (alpha / beta) ... -11.81 / -17.94 eV

Geometry (Å):
Fe1 1.923 1.332 -0.457
O1 -1.509 0.975 2.165
O2 2.983 -0.365 -0.244
O3 -1.530 -2.302 1.453
O4 0.223 0.523 -0.710
O5 -2.268 0.071 -2.522
O6 0.958 3.093 -0.501
O7 -0.959 -2.414 -1.276
O8 1.794 1.240 1.544
H1 -1.181 -3.151 -1.845
H2 -2.422 0.475 -1.668
H3 -1.432 -2.074 0.528
H4 -1.573 -3.258 1.461
H5 1.223 3.976 -0.756
H6 -0.002 -2.405 -1.256
H7 3.578 -0.766 0.390
H8 -1.683 1.213 1.254
H9 -1.821 0.074 2.242
H10 -0.644 0.088 -0.819
H11 2.542 -1.105 -0.661
H12 -1.687 -0.667 -2.336
H13 0.050 3.188 -0.215
H14 1.121 0.694 1.951
H15 2.316 1.565 2.278

Charges computed using Mulliken, reported in e: 0.874, -0.514, -0.373, -0.198, -0.176, -0.412, -0.344, -0.667, -0.298, 0.335, 0.349, 0.444, 0.418, 0.354, 0.326, 0.375, 0.295, 0.326, 0.130, 0.361, 0.380, 0.338, 0.343, 0.336

Entry 4:
ORCA calculation (wB97M-V/def2-TZVPD) on a structure of composition C4H6AuO3.

Calculated values
Gap between HOMO and LUMO (alpha / beta) ... 6.81 / 6.97 eV
Multiplicity ... 3
Energy relative to the best compared isomer or geometry (same formula, charge and spin) ... 0.00 kJ/mol
Highest occupied orbital energy (alpha / beta) ... -0.47580 / -0.57216 Ha
Total charge ... +1
Energy ... -516.89621 Ha
LUMO energy (alpha / beta) ... -6.14 / -8.60 eV

Geometry (Å):
Au1 0.856 1.729 -0.780
O1 -1.206 0.262 0.617
O2 0.568 -0.747 -0.087
O3 -0.758 0.257 -1.514
C1 1.738 0.208 -0.176
C2 -2.580 0.608 0.457
C3 -0.598 -0.341 -0.430
C4 2.967 -0.594 0.130
H1 3.790 0.117 0.305
H2 2.884 -1.233 1.036
H3 -3.174 0.110 -0.319
H4 -3.053 0.349 1.409
H5 3.308 -1.269 -0.685
H6 -2.620 1.675 0.209

Charges computed using Mulliken, reported in e: 0.328, -0.190, -0.273, -0.608, 0.481, -0.629, 0.878, -0.820, 0.350, 0.316, 0.333, 0.267, 0.299, 0.268

Entry 5:
ORCA calculation (wB97M-V/def2-TZVPD) on a cluster of 2 separate species, C4H9N2O3 in total.

Calculated values
Gap between HOMO and LUMO (alpha / beta) ... 6.71 / 6.71 eV
Energy relative to the best compared isomer or geometry (same formula, charge and spin) ... 172.91 kJ/mol
Highest occupied orbital energy (alpha / beta) ... -0.11297 / -0.11292 Ha
Total charge ... -1
Energy ... -493.01326 Ha
LUMO energy (alpha / beta) ... 3.64 / 3.64 eV

Geometry (Å):
O1 -1.154 1.698 -0.728
O2 -1.312 -0.511 2.248
O3 -2.606 -0.651 0.400
N1 -1.091 -1.474 -1.882
N2 -0.179 -1.089 -1.023
C1 -0.252 -0.558 0.154
C2 1.977 0.804 0.088
C3 -1.545 -0.621 1.042
C4 1.118 -0.216 0.776
H1 1.352 1.705 -0.104
H2 1.569 -1.189 0.698
H3 3.000 0.979 0.507
H4 -2.088 -1.396 -1.363
H5 0.813 -1.088 -1.476
H6 0.740 0.024 1.778
H7 -1.782 1.052 -0.228
H8 2.294 0.382 -0.976
H9 -0.854 2.148 0.087

Charges computed using Mulliken, reported in e: -0.703, -0.734, -0.743, -1.347, 0.492, 0.384, -0.730, 0.816, -1.072, 0.160, 0.348, 0.325, 0.346, 0.250, 0.335, 0.379, 0.195, 0.301

Entry 6:
ORCA calculation (wB97M-V/def2-TZVPD) on a cluster of 2 separate species, C9H14 in total.

Calculated values
Gap between HOMO and LUMO (alpha / beta) ... 2.77 / 8.68 eV
Multiplicity ... 2
Energy relative to the best compared isomer or geometry (same formula, charge and spin) ... 160.84 kJ/mol
Highest occupied orbital energy (alpha / beta) ... 0.04749 / -0.17334 Ha
Total charge ... -1
Energy ... -351.21806 Ha
LUMO energy (alpha / beta) ... 4.06 / 3.96 eV

Geometry (Å):
C1 -0.322 1.535 -0.180
C2 0.075 1.008 -1.509
C3 0.467 2.334 2.016
C4 -0.782 2.280 2.507
C5 1.478 -3.494 -0.605
C6 -1.628 1.582 0.321
C7 -1.919 1.857 1.587
C8 0.192 -2.963 -1.272
C9 0.709 1.950 0.632
H1 0.454 -2.362 -2.067
H2 -0.558 1.111 -2.340
H3 -0.438 -2.469 -0.449
H4 -2.998 1.753 1.872
H5 1.930 -2.613 -0.113
H6 -0.521 -3.709 -1.739
H7 1.248 2.676 2.639
H8 1.160 -4.328 0.153
H9 -2.434 1.380 -0.449
H10 0.012 -0.101 -1.554
H11 -1.207 2.723 3.428
H12 1.793 2.088 0.279
H13 2.241 -3.668 -1.322
H14 1.049 1.430 -1.835

Charges computed using Mulliken, reported in e: 1.853, -0.933, -0.422, -0.835, -1.501, -1.115, 0.082, -1.239, -1.335, 0.235, 0.576, 0.410, 0.350, 0.421, 0.444, 0.554, 0.352, 0.084, -0.289, 0.301, 0.141, 0.513, 0.350

Entry 7:
ORCA calculation (wB97M-V/def2-TZVPD) on the molecule C5H7Cl.

Calculated values
Gap between HOMO and LUMO (alpha / beta) ... 6.06 / 8.85 eV
Multiplicity ... 3
Energy relative to the best compared isomer or geometry (same formula, charge and spin) ... 154.46 kJ/mol
Highest occupied orbital energy (alpha / beta) ... -0.17991 / -0.39930 Ha
Energy ... -654.67196 Ha
LUMO energy (alpha / beta) ... 1.16 / -2.01 eV

Geometry (Å):
Cl1 3.741 0.029 0.092
C1 -1.529 -0.664 0.191
C2 -0.308 -0.113 -0.403
C3 2.097 0.052 -0.411
C4 0.987 -0.109 0.279
C5 -1.291 0.799 0.308
H1 1.988 0.246 -1.469
H2 -0.374 -0.146 -1.440
H3 -2.373 -1.041 -0.261
H4 -1.380 -1.163 1.104
H5 -1.750 1.350 -0.461
H6 -0.765 1.184 1.128
H7 0.958 -0.425 1.343

Charges computed using Mulliken, reported in e: -0.155, -0.804, 0.094, -0.588, -0.248, -0.636, 0.358, 0.434, 0.311, 0.228, 0.290, 0.411, 0.305